{
  "formula": "C51H112O36",
  "method": "wB97M-V/def2-TZVPD",
  "gap_ev": 9.565,
  "homo_ev": -9.44,
  "lumo_energy_ha": 0.0048,
  "smiles": "COC(=O)OC.COC(=O)OC.COC(=O)OC.COC(=O)OC.COC(=O)OC.COC(=O)OC.COC(=O)OC.COCCOCCOC.COCCOCCOC.COCCOCCOC.COCCOCCOC.COCCOCCOC",
  "species": ["O", "O", "H", "H", "H", "C", "H", "O", "O", "C", "C", "C", "H", "C", "H", "C", "O", "H", "C", "H", "H", "H", "O", "C", "H", "C", "H", "C", "H", "H", "C", "O", "H", "H", "H", "H", "C", "H", "H", "H", "O", "H", "H", "O", "H", "H", "H", "O", "C", "O", "H", "H", "H", "H", "O", "C", "O", "O", "C", "C", "H", "H", "H", "H", "O", "H", "O", "H", "H", "H", "O", "H", "O", "H", "C", "C", "O", "H", "H", "H", "H", "C", "H", "H", "H", "O", "C", "C", "H", "C", "C", "H", "O", "C", "H", "C", "C", "H", "O", "H", "H", "H", "O", "O", "H", "C", "C", "H", "H", "C", "H", "H", "C", "H", "H", "O", "C", "C", "O", "H", "C", "O", "H", "C", "O", "C", "H", "H", "H", "H", "H", "H", "H", "H", "C", "C", "C", "H", "C", "O", "C", "H", "C", "H", "H", "H", "C", "H", "H", "H", "H", "H", "C", "C", "H", "H", "O", "O", "H", "H", "H", "C", "C", "C", "H", "H", "O", "H", "H", "H", "C", "H", "H", "H", "O", "O", "H", "H", "H", "H", "O", "H", "H", "H", "H", "C", "H", "C", "C", "H", "H", "H", "H", "H", "H", "H", "O", "H", "H"],
  "xyz": [[4.883543, 13.660983, -10.403427], [6.674323, 10.850728, -17.464233], [5.475654, 11.047140, -25.034640], [-9.573028, 7.083423, -24.073214], [9.094983, 13.684732, -22.623927], [-6.613638, 3.689710, -16.502135], [-7.215026, 8.052733, -4.076839], [-6.900192, 4.579200, -15.555566], [12.836275, 8.389139, -21.052954], [-10.994072, 11.191640, -18.846158], [12.862940, 9.646175, -25.693788], [5.967766, 3.632529, -14.861822], [-5.674062, 8.613416, -3.245085], [-1.793773, 11.615970, -22.226419], [11.714420, 11.231058, -26.212697], [-6.132219, 7.962859, -3.990056], [6.412171, 3.680363, -13.611844], [4.281549, 8.418080, -24.229021], [-7.058733, 8.541921, -22.449376], [-0.754530, 10.064432, -18.315449], [-2.745733, 11.307451, -22.658488], [-7.520471, 1.697531, -17.995437], [8.560226, 14.468228, -24.568732], [-2.125388, 13.880430, -21.460250], [-7.921798, 7.211390, -24.451698], [-5.534753, 9.588149, -5.679605], [5.640631, 6.336976, -16.722607], [8.985521, 14.995329, -25.689902], [1.598824, 10.813680, -17.915220], [11.901470, 12.841511, -11.348134], [-0.916901, 10.576173, -17.366838], [9.834390, 9.381368, -12.890688], [12.882042, 11.012698, -29.783204], [-6.457721, 7.648456, -20.697319], [12.612730, 7.296129, -19.322388], [12.168771, 10.250878, -21.550851], [9.574039, 7.983893, -13.034144], [6.436852, 10.586613, -19.601771], [13.755553, 10.263206, -25.590784], [3.481398, 10.709933, -29.310288], [-2.074834, 12.554477, -21.228833], [-1.178496, 11.623740, -17.516137], [4.493866, 12.669227, -8.575084], [-2.076881, 14.480688, -20.275402], [7.411035, 16.504597, -11.124562], [7.107090, 10.589013, -26.937711], [6.970235, 11.521776, -15.660103], [7.889676, 15.147667, -26.466323], [12.044204, 7.995853, -19.934977], [6.562513, 14.594097, -9.244768], [-1.970716, 16.262188, -19.201373], [2.670282, 13.392055, -22.307358], [-3.389210, 8.681133, -9.058401], [3.553179, 15.356097, -16.751341], [3.296216, 14.285875, -20.633246], [5.984192, 14.325745, -10.302351], [5.972461, 4.911914, -15.179975], [-1.057559, 8.955735, -8.368333], [-2.151785, 15.937877, -20.226130], [12.136482, 11.791810, -11.524212], [11.126806, 9.607926, -26.868511], [3.197530, 12.862122, -9.682269], [4.727429, 11.661439, -14.760770], [-6.067192, 1.172748, -17.162207], [11.025297, 11.157924, -12.066763], [-5.518323, 9.103288, -20.906566], [-8.418516, 8.018132, -22.536129], [6.799839, 2.512866, -11.948231], [3.746712, 14.764082, -22.762637], [-1.620597, 9.147184, -6.359944], [12.217780, 9.704389, -24.443878], [2.103329, 14.996344, -22.140088], [-5.605364, 8.155649, -5.307697], [13.922439, 9.625376, -23.317124], [-8.823961, 11.464046, -19.695162], [6.126516, 11.604962, -16.345176], [10.104344, 15.325638, -25.906666], [-5.772496, 6.105286, -16.268487], [7.196338, 9.889515, -29.471933], [11.655684, 9.923661, -29.292304], [-1.838381, 10.202675, -16.920218], [6.122982, 9.816577, -29.296743], [-8.975023, 8.708235, -24.360492], [-0.301310, 8.009479, -6.644171], [5.670941, 11.921857, -18.924840], [4.116269, 9.784009, -25.670283], [7.472130, 15.656494, -11.806542], [-6.516052, 8.683402, -21.034339], [5.059703, 4.764917, -17.064757], [5.333811, 8.825318, -30.091623], [10.922393, 9.818041, -12.218356], [-0.005095, 9.698718, -6.719750], [-7.126043, 2.516869, -16.107553], [12.186085, 9.259305, -22.003154], [9.561319, 15.251872, -22.882924], [-3.262035, 9.667053, -8.611345], [2.461136, 10.604599, -15.971710], [13.291389, 8.676931, -25.948902], [-10.056246, 10.754355, -19.855662], [11.578509, 11.726157, -28.826169], [8.059481, 2.673545, -13.122811], [-7.464552, 6.296123, -16.509626], [5.909862, 2.681448, -15.557654], [5.996184, 9.404225, -27.908150], [-3.168882, 16.273498, -20.428528], [3.008533, 14.395820, -22.050184], [6.028099, 10.462500, -27.026470], [-1.460328, 10.291269, -9.847307], [8.791834, 7.767494, -12.306526], [5.490995, 10.133910, -25.629519], [-1.521299, 10.953175, -8.262123], [5.079562, 10.270678, -18.424546], [3.510029, 15.987316, -17.638914], [12.236623, 11.268278, -10.573434], [6.657410, 1.529974, -13.325404], [-7.491887, 9.422476, -20.286807], [5.911867, 5.285515, -16.627850], [4.073283, 13.377947, -9.288468], [2.591453, 16.406586, -20.202997], [11.097567, 7.482760, -20.104414], [-0.747916, 8.944999, -6.980968], [6.362783, 14.698727, -11.596189], [6.091421, 12.676421, -16.542226], [8.071563, 15.767015, -27.750541], [3.785684, 15.123108, -18.780748], [3.238095, 10.042734, -30.137184], [7.492446, 16.033160, -12.829190], [5.615397, 11.423039, -27.334928], [8.419568, 15.161801, -11.592656], [-6.710999, 6.503948, -14.856295], [5.578512, 9.071091, -31.124971], [11.722867, 8.812848, -19.288925], [10.425865, 13.939134, -23.785528], [-5.848817, 6.962059, -3.664206], [6.984378, 2.524665, -13.022434], [11.961904, 10.287759, -26.699534], [12.176300, 10.826703, -28.973615], [-8.925486, 12.524200, -19.927245], [-7.742314, 10.791092, -20.575308], [-3.639302, 9.679279, -7.260847], [5.936482, 10.892733, -18.683060], [-6.967417, 9.474892, -23.005526], [4.820333, 11.083599, -15.680318], [13.130484, 8.098505, -23.689965], [3.815426, 9.946410, -23.504399], [2.673509, 9.173580, -24.492138], [1.349446, 11.098765, -16.893142], [7.291385, 15.434415, -28.435224], [-5.274682, 10.879320, -7.289596], [-4.818425, 10.058137, -5.005732], [13.027329, 11.664333, -12.139239], [-1.235106, 12.030034, -23.065799], [3.746371, 9.349501, -24.413813], [-5.014831, 9.844840, -7.065091], [6.850106, 5.051276, -17.130784], [-1.537133, 16.479520, -20.945108], [12.774784, 10.462646, -27.802548], [11.841934, 9.092404, -11.810172], [-5.443464, 9.276321, -7.890427], [4.286918, 16.748259, -17.564778], [5.736235, 7.825426, -29.929233], [-6.734565, 5.934500, -15.785440], [12.953779, 9.130446, -23.386752], [-8.716694, 7.741866, -23.927459], [-8.511643, 11.439610, -18.651157], [6.119079, 9.474410, -25.030623], [-5.999476, 3.934546, -17.541324], [-6.506263, 10.034683, -5.467746], [3.826051, 14.284002, -8.735257], [10.347534, 7.245983, -12.821279], [-7.120783, 1.414227, -17.021738], [9.293327, 7.857143, -14.079722], [5.033127, 10.059924, -15.372256], [5.757142, 10.806373, -29.569803], [3.651565, 11.141100, -16.514156], [-2.130570, 14.442832, -22.574638], [2.551311, 16.505934, -17.636412], [-6.446618, 7.811556, -22.978520], [-11.999046, 10.828500, -19.061220], [11.206426, 8.783492, -22.047493], [0.184548, 10.383005, -16.470115], [3.391219, 10.456658, -31.133831], [-6.923917, 11.500063, -20.450067], [1.143825, 12.169149, -16.903521], [2.262211, 10.981055, -14.968311], [3.202957, 15.389151, -19.898179], [7.935518, 16.842009, -27.868792], [-1.795648, 10.067170, -8.834659], [9.465785, 14.315188, -23.432096], [-10.852344, 10.655137, -17.907981], [-11.162867, 12.254339, -18.672146], [-8.059361, 10.908566, -21.611542], [9.050971, 15.473192, -28.128083], [2.199186, 9.807213, -29.906291], [2.535185, 9.517565, -15.940562], [-7.599431, 0.482067, -16.721595], [3.921748, 8.844761, -29.899346], [-3.761184, 10.346537, -9.302174], [-1.399422, 10.685948, -21.816969]],
  "forces_ev_per_angstrom": [[-1.0, -0.8, -1.3], [0.4, 0.5, 0.3], [0.7, 0.6, -0.1], [-0.2, 0.1, 0.8], [-0.7, -0.6, -0.9], [0.8, 0.5, -1.9], [-0.1, 0.1, 0.6], [-0.6, -1.5, 1.1], [0.1, -0.3, 0.2], [-0.8, -1.4, -0.2], [1.2, 0.6, 1.3], [2.6, 1.2, 0.6], [-0.2, 0.5, -0.1], [-1.2, -0.3, -1.6], [-0.8, 0.2, -0.4], [0.4, -0.2, -1.0], [-0.8, -0.9, 1.6], [-0.2, -0.3, 0.4], [0.0, -0.5, -1.0], [0.1, 0.1, -0.1], [-0.2, 0.0, -0.2], [-0.1, 0.2, 0.1], [-0.8, -1.2, 2.3], [0.7, 0.9, -2.8], [0.5, 0.4, 0.0], [0.6, -2.0, 1.1], [0.5, 0.0, 0.6], [-0.9, 0.5, 0.3], [0.1, 0.0, -0.3], [-0.1, -0.2, -0.3], [-0.1, 0.0, 0.7], [1.3, 1.8, 0.8], [0.5, 0.2, 0.4], [-0.4, 0.2, 0.9], [0.3, 0.2, -0.2], [-0.2, 0.3, -0.6], [-0.3, -0.5, 0.3], [0.7, -0.7, 0.6], [0.3, 0.4, -0.3], [0.3, 0.8, -0.4], [0.2, 1.0, 1.3], [0.6, 0.3, -0.3], [0.6, 0.1, -0.1], [0.0, 0.9, 0.1], [-0.3, -0.1, 0.1], [0.4, 1.0, 0.8], [-0.4, -0.2, 0.6], [0.0, 0.6, -0.4], [0.1, 0.1, 0.3], [-0.9, -0.3, -2.4], [0.5, -0.5, -0.1], [0.5, 0.0, -0.2], [0.0, -0.3, 0.2], [0.1, -0.1, -0.2], [1.1, 0.0, -1.5], [2.8, 2.0, 1.0], [-0.8, 2.2, -2.6], [1.4, -0.7, 0.2], [-0.9, 0.1, -0.2], [0.7, -1.1, 1.3], [-0.5, 0.3, -0.3], [-0.1, 0.5, -0.1], [-0.4, 0.2, 0.1], [0.0, -0.2, -0.3], [-3.6, -0.8, -2.5], [0.1, 0.3, -0.6], [1.1, -0.2, -0.3], [-0.3, 0.6, 0.0], [0.6, 0.0, 0.8], [-0.1, -0.1, -0.1], [-1.0, -0.1, 0.5], [0.2, 0.3, -0.1], [0.4, 1.4, -0.3], [0.2, 0.1, 0.2], [0.1, -2.0, -0.1], [0.3, -0.7, -0.9], [1.1, 0.3, -0.9], [0.2, 0.0, 0.0], [0.1, -0.5, -0.7], [-1.0, 0.4, -0.5], [0.3, -0.5, 0.2], [-0.1, -0.4, 1.6], [0.3, -0.1, -0.6], [-0.2, -0.3, -0.6], [-0.6, 0.2, 0.3], [1.0, 0.5, -0.3], [-0.1, -0.8, 1.3], [-2.0, 0.3, -0.4], [0.3, -0.4, -0.2], [0.3, 0.2, -1.0], [3.4, -1.4, 0.9], [0.2, 0.4, -0.2], [-0.8, -0.2, 0.4], [0.5, -1.9, 0.0], [0.3, 0.4, -0.6], [0.8, 0.8, -1.8], [0.2, 1.0, -0.3], [-0.7, -0.5, -0.1], [-0.6, 1.6, 1.1], [-0.5, -0.1, -0.3], [0.1, -0.5, -0.2], [-0.3, 0.1, 0.3], [-1.0, -1.4, -1.1], [-1.7, 0.1, -1.8], [-0.2, -0.3, -0.2], [-2.1, -0.5, 0.5], [1.5, 0.1, 1.7], [-0.6, -0.4, -0.3], [-0.4, -0.1, -0.5], [-0.4, 1.2, -0.5], [-0.2, 0.3, 0.3], [-0.5, 0.2, -1.1], [0.5, 0.0, 0.1], [0.9, 0.5, 0.3], [-0.1, 0.4, -0.9], [0.1, 0.2, 1.4], [-1.0, -0.8, 1.1], [-0.4, -0.5, 0.9], [1.0, -1.1, 0.4], [-0.1, -0.2, -1.1], [0.0, 0.5, 0.4], [0.2, 0.4, 1.0], [-0.4, 0.1, -0.6], [0.3, -0.5, -0.9], [0.3, 0.4, 2.7], [-0.1, -0.2, 1.4], [-0.6, -0.5, 0.0], [-0.5, -0.2, -0.6], [-0.1, -0.1, -0.1], [-0.5, -0.4, 0.0], [-0.2, -0.1, -0.6], [0.4, 0.5, 0.0], [0.0, 0.2, 0.1], [-0.2, -0.1, -0.3], [0.7, -0.2, 0.9], [0.6, -0.6, 0.7], [-0.7, -0.4, -1.0], [0.0, 0.1, -0.5], [-0.6, 0.6, -0.4], [1.0, 0.3, 0.7], [-0.9, 0.5, 1.0], [-0.3, 0.2, -0.1], [0.7, -0.2, -0.7], [0.0, -0.4, 0.7], [0.8, 1.0, -0.3], [0.0, -0.5, 0.1], [-0.6, -1.5, 0.1], [0.0, -0.8, 0.3], [-0.1, 0.4, 0.0], [0.1, 0.1, 0.3], [0.0, 0.0, 0.0], [0.4, 0.0, 0.3], [-1.6, -1.6, 0.3], [-0.8, 0.1, -1.4], [-0.1, -0.1, 0.2], [0.4, -0.6, 0.1], [2.0, 0.1, 0.4], [-2.1, 0.9, -0.8], [-1.0, -0.4, 0.4], [0.0, -0.1, -0.1], [-0.6, -0.1, 0.3], [1.2, 1.2, -1.3], [-0.5, 0.3, 0.6], [-0.2, 0.5, 0.8], [0.1, -0.3, 0.3], [-0.1, -0.8, -0.4], [-1.2, -0.7, 1.8], [-0.1, 0.1, -0.5], [-0.1, 0.0, -0.2], [0.7, 0.8, 0.1], [1.6, 0.3, -1.2], [-0.4, 0.0, 0.3], [-0.2, -0.3, 0.0], [-0.4, 0.4, 0.8], [1.3, 0.6, 0.3], [-0.1, -1.6, 3.0], [-0.1, -0.3, -0.6], [0.4, 0.0, -0.1], [0.0, -0.1, -0.9], [-0.5, 0.8, -0.7], [-0.7, 0.5, -0.6], [0.0, 0.1, 0.0], [0.9, -0.4, 0.1], [0.3, 0.2, 0.4], [0.1, 0.0, 0.3], [-2.0, 1.4, -1.6], [0.4, 0.3, 1.2], [0.0, -1.0, 1.9], [0.4, 0.5, -0.4], [0.8, 0.3, 0.3], [0.8, 0.3, -0.3], [-0.1, -0.1, -0.2], [-0.1, 0.2, -0.1], [-0.2, 0.0, -0.7], [-0.3, -0.1, -0.1], [-0.4, 0.7, 0.9], [1.1, -1.2, -0.1], [-1.1, 0.5, 0.5], [0.5, 0.5, 0.4]]
}